The following is a DFT calculation (the ωB97M-V functional and the def2-TZVPD basis) of an isolated molecule of C2H2N2O3 at a distorted geometry.

As for the net charge: 0. The calculation puts the HOMO-LUMO gap at 10.49 eV. Its HOMO energy is -10.4 eV. The energy relative to the best compared isomer or geometry (same formula, charge and spin) is 40.2 kcal per mole. The value obtained for the LUMO energy is 0.07 eV. The calculation puts the total energy at -412.58699 a.u.

Each line ends with the natural charge from an NBO analysis.
Cartesian coordinates (Å):
O 0.770 1.775 -1.772  -0.511
C 0.413 0.943 -1.078  0.831
N -0.701 0.821 -0.271  -0.578
C -0.487 -0.286 0.301  0.682
O -1.250 -0.914 1.212  -0.639
N 0.637 -1.018 -0.066  -0.303
O 1.372 -0.114 -0.730  -0.376
H -1.938 -0.124 1.595  0.519
H 1.184 -1.082 0.809  0.375


The following is a DFT calculation (the ωB97M-V functional and the def2-TZVPD basis) of an isolated molecule of C2H2N2O3 at a distorted geometry.

As for the net charge: 0. The calculation puts the HOMO-LUMO gap (alpha / beta) at 8.06 / 6.62 eV. Its HOMO energy (alpha / beta) is -7.3 / -9.9 eV. The energy relative to the best compared isomer or geometry (same formula, charge and spin) is 65.7 kcal per mole. Its spin multiplicity is 3. The value obtained for the LUMO energy (alpha / beta) is 0.77 / -3.26 eV. The calculation puts the total energy at -412.39219 a.u.

Each line ends with the Mulliken spin population.
Cartesian coordinates (Å):
C -0.144 0.977 0.158  0.621
C -1.277 0.181 -0.012  0.094
N 0.493 -1.187 0.153  0.037
N 0.954 0.171 0.064  0.423
O 2.158 0.341 -0.053  0.560
O -2.412 0.498 -0.130  0.224
O -0.877 -1.166 -0.026  0.016
H 0.038 1.996 0.289  0.008
H 1.067 -1.811 -0.442  0.017


The following is a DFT calculation (the ωB97M-V functional and the def2-TZVPD basis) of an isolated molecule of C2H2N2O4 at a distorted geometry.

As for the net charge: 0. The calculation puts the HOMO-LUMO gap at 10.85 eV. Its HOMO energy is -10.7 eV. The energy relative to the best compared isomer or geometry (same formula, charge and spin) is 48.6 kcal per mole. The value obtained for the LUMO energy is 0.14 eV. The calculation puts the total energy at -487.77628 a.u.

Each line ends with the natural charge from an NBO analysis.
Cartesian coordinates (Å):
O 0.172 -1.864 -1.659  -0.513
C -0.068 -1.061 -0.813  0.685
N -0.221 -1.296 0.545  -0.556
C -0.350 -0.046 1.037  0.835
O -0.572 0.295 2.368  -0.670
O -0.278 0.973 0.218  -0.347
N -0.210 0.369 -1.109  0.088
O 0.897 0.847 -1.838  -0.503
H -1.065 1.056 2.623  0.521
H 1.695 0.727 -1.372  0.463


The following is a DFT calculation (the ωB97M-V functional and the def2-TZVPD basis) of an isolated molecule of C2H2N2O4 at a distorted geometry.

As for the net charge: 0. The calculation puts the HOMO-LUMO gap at 10.87 eV. Its HOMO energy is -10.5 eV. The energy relative to the best compared isomer or geometry (same formula, charge and spin) is 48.7 kcal per mole. The value obtained for the LUMO energy is 0.40 eV. The calculation puts the total energy at -487.77606 a.u.

Each line ends with the natural charge from an NBO analysis.
Cartesian coordinates (Å):
O 2.624 -0.088 -0.063  -0.577
C 1.400 -0.070 -0.064  0.840
N 0.747 1.135 0.015  -0.389
O -0.686 1.265 -0.261  -0.351
C -1.390 0.036 -0.044  0.842
O -2.578 0.021 0.000  -0.561
N -0.702 -1.141 -0.080  -0.351
O 0.656 -1.160 -0.138  -0.327
H 1.109 2.030 0.451  0.437
H -1.182 -2.028 0.184  0.436


The following is a DFT calculation (the ωB97M-V functional and the def2-TZVPD basis) of a structure of composition C2H2N2O4 at a distorted geometry.

As for the net charge: 0. The calculation puts the HOMO-LUMO gap at 9.73 eV. Its HOMO energy is -10.3 eV. The energy relative to the best compared isomer or geometry (same formula, charge and spin) is 175.1 kcal per mole. The value obtained for the LUMO energy is -0.56 eV. The calculation puts the total energy at -487.57470 a.u.

Each line ends with the natural charge from an NBO analysis.
Cartesian coordinates (Å):
C 0.671 0.163 0.845  0.351
C -0.256 -0.619 0.095  0.487
H 2.073 0.288 1.974  0.492
H -1.752 -0.582 -2.349  0.509
N 0.908 1.219 0.268  -0.133
N -0.583 0.083 -0.996  0.041
O 0.931 -0.255 2.136  -0.577
O 0.364 1.358 -0.983  -0.160
O -1.925 0.217 -1.448  -0.465
O -0.431 -1.872 0.457  -0.546


The following is a DFT calculation (the ωB97M-V functional and the def2-TZVPD basis) of a structure of composition C2H2N2OS at a distorted geometry.

As for the net charge: 0. The calculation puts the HOMO-LUMO gap at 8.78 eV. Its HOMO energy is -9.4 eV. The energy relative to the best compared isomer or geometry (same formula, charge and spin) is 124.5 kcal per mole. The value obtained for the LUMO energy is -0.60 eV. The calculation puts the total energy at -660.14935 a.u.

Each line ends with the natural charge from an NBO analysis.
Cartesian coordinates (Å):
C -0.173 0.688 -0.790  -0.084
C -0.783 -0.543 -0.722  -0.438
N 0.639 0.938 0.243  -0.125
N 0.645 -0.020 1.041  -0.107
O 1.699 -0.166 2.505  -0.484
S -0.271 -1.338 0.701  0.748
H -0.290 1.425 -1.559  0.234
H -1.466 -0.983 -1.419  0.257


The following is a DFT calculation (the ωB97M-V functional and the def2-TZVPD basis) of a cluster of 2 separate species, C2H2N2OS in total at a distorted geometry.

As for the net charge: 0. The calculation puts the HOMO-LUMO gap (alpha / beta) at 6.20 / 6.86 eV. Its HOMO energy (alpha / beta) is -5.5 / -9.1 eV. The energy relative to the best compared isomer or geometry (same formula, charge and spin) is 47.9 kcal per mole. Its spin multiplicity is 3. The value obtained for the LUMO energy (alpha / beta) is 0.73 / -2.26 eV. The calculation puts the total energy at -660.15746 a.u.

Each line ends with the Mulliken spin population.
Cartesian coordinates (Å):
C -2.842 -1.005 -0.146  0.851
C 2.200 0.359 0.231  -0.005
N -2.005 -0.336 0.351  0.186
N 1.969 1.028 -0.745  0.004
O 2.356 -0.110 1.259  -0.001
S -0.810 0.555 0.857  0.910
H -3.561 -1.719 -0.375  0.052
H 2.691 1.227 -1.431  0.002


The following is a DFT calculation (the ωB97M-V functional and the def2-TZVPD basis) of an isolated molecule of C2H2N4 at a distorted geometry.

As for the net charge: 0. The calculation puts the HOMO-LUMO gap at 9.50 eV. Its HOMO energy is -10.1 eV. The energy relative to the best compared isomer or geometry (same formula, charge and spin) is 76.8 kcal per mole. The value obtained for the LUMO energy is -0.58 eV. The calculation puts the total energy at -296.30245 a.u.

Each line ends with the natural charge from an NBO analysis.
Cartesian coordinates (Å):
C -0.027 0.929 -0.065  0.025
C -1.011 -0.124 -0.054  -0.007
N -0.528 -1.349 -0.091  -0.206
N 0.915 -1.490 -0.052  -0.029
N 1.761 -0.488 0.036  0.007
N 1.226 0.700 -0.098  -0.234
H -0.287 1.983 0.039  0.212
H -2.049 -0.161 0.285  0.232


The following is a DFT calculation (the ωB97M-V functional and the def2-TZVPD basis) of an isolated molecule of C2H2N4 at a distorted geometry.

As for the net charge: 0. The calculation puts the HOMO-LUMO gap at 9.09 eV. Its HOMO energy is -9.6 eV. The energy relative to the best compared isomer or geometry (same formula, charge and spin) is 105.0 kcal per mole. The value obtained for the LUMO energy is -0.53 eV. The calculation puts the total energy at -296.25750 a.u.

Each line ends with the natural charge from an NBO analysis.
Cartesian coordinates (Å):
N 0.490 -2.209 -2.018  -0.204
C -0.105 -1.501 -1.378  0.197
C -0.613 -0.611 -0.388  0.208
N -1.156 -0.649 0.780  -0.163
N -0.628 0.746 0.211  -0.133
N 0.476 1.362 0.640  -0.626
H 1.312 0.880 0.812  0.348
H 0.224 1.982 1.342  0.372


The following is a DFT calculation (the ωB97M-V functional and the def2-TZVPD basis) of a cluster of 2 separate species, C2H2N4 in total at a distorted geometry.

As for the net charge: 0. The calculation puts the HOMO-LUMO gap (alpha / beta) at 8.95 / 6.58 eV. Its HOMO energy (alpha / beta) is -11.4 / -9.9 eV. The energy relative to the best compared isomer or geometry (same formula, charge and spin) is 124.5 kcal per mole. The value obtained for the LUMO energy (alpha / beta) is -2.44 / -3.30 eV. The calculation puts the total energy at -296.22649 a.u.

Each line ends with the natural charge from an NBO analysis.
Cartesian coordinates (Å):
C -0.590 -1.280 -0.044  0.327
C -1.322 1.429 0.262  0.169
N -1.402 -1.999 -0.446  -0.236
N -1.965 2.292 -0.119  -0.486
N 1.419 -0.170 0.069  -0.432
N 0.266 -0.519 0.565  -0.140
H 1.962 0.463 0.641  0.408
H 1.632 -0.215 -0.927  0.391


Q: The lowest energy relative to the best compared isomer or geometry (same formula, charge and spin) belongs to which entry?
A: number 1